# 1
Entry from the OMol25 dataset: an isolated molecule of C3H7N3S2 (wB97M-V/def2-TZVPD).

Element x y z (Å)
C -0.04 -0.17 0.58
C -2.52 0.30 -0.16
C -1.41 0.14 0.91
N 0.46 -1.11 -0.02
N 1.21 -1.88 -0.36
N 3.11 -0.11 -1.01
S 0.95 1.25 0.11
S 2.93 0.74 0.44
H -2.46 1.19 -0.75
H -3.47 0.42 0.36
H -2.58 -0.49 -0.78
H -1.69 -0.66 1.74
H -1.35 1.02 1.65
H 3.26 -1.09 -1.04
H 3.59 0.46 -1.67

Computed properties:
- multiplicity = 1
- HOMO energy (eV) = -7.890
- energy above the lowest of the compared OMol25 structures with the same formula, charge and spin (kJ/mol) = 340.4
- total charge = 0
- Kohn-Sham gap (eV) = 8.4

---

# 2
Entry from the OMol25 dataset: a cluster of 2 separate species, C4H12NS2 in total (wB97M-V/def2-TZVPD).

Element x y z (Å)
N -2.37 2.23 -0.31
C 0.60 -0.49 1.69
C 0.30 1.00 1.69
C 1.85 -1.11 1.82
S 0.79 -1.73 0.03
S -0.37 -1.28 -1.56
C 0.30 -1.69 -3.18
H -3.17 2.28 -0.94
H -1.85 3.07 -0.58
H -2.81 2.59 0.54
H -0.20 -1.11 2.10
H 0.00 1.21 2.71
H 1.31 1.42 1.66
H -0.32 1.45 0.92
H 1.95 -1.98 2.46
H 2.78 -0.63 1.53
H -0.12 -2.65 -3.48
H -0.04 -0.95 -3.90
H 1.39 -1.64 -3.18

Computed properties:
- multiplicity = 1
- HOMO energy (eV) = -13.031
- energy above the lowest of the compared OMol25 structures with the same formula, charge and spin (kJ/mol) = 354.6
- total charge = +1
- Kohn-Sham gap (eV) = 6.7

---

# 3
Entry from the OMol25 dataset: a cluster of 8 separate species, C30H78ClN6O11 in total (wB97M-V/def2-TZVPD).

Element x y z (Å)
Cl -0.10 0.31 -1.61
O -0.40 -0.38 -2.85
O -1.33 0.54 -0.82
O 0.77 -0.50 -0.80
O 0.48 1.57 -1.95
C 0.58 -0.64 2.11
C 1.85 -0.15 2.81
C 1.47 -0.01 4.27
C 2.67 0.02 5.22
C 3.53 -1.24 5.04
C 3.99 -1.43 3.60
N 2.85 -1.22 2.70
O 3.12 -1.66 1.40
C 5.18 -0.48 3.32
C 4.39 -2.91 3.52
C 2.39 1.12 2.15
H 0.74 -0.95 1.07
H -0.05 0.25 1.99
H 0.08 -1.45 2.64
H 0.86 0.87 4.51
H 0.88 -0.87 4.61
H 2.33 0.15 6.25
H 3.24 0.94 5.00
H 2.86 -2.03 5.38
H 4.38 -1.09 5.71
H 5.93 -0.63 4.10
H 5.62 -0.81 2.38
H 4.96 0.57 3.24
H 3.50 -3.52 3.57
H 4.99 -3.14 2.63
H 5.10 -3.17 4.32
H 2.86 0.91 1.19
H 3.11 1.65 2.78
H 1.71 1.95 1.90
H 3.83 -1.10 1.04
C -1.15 4.47 -0.79
O -1.60 5.47 -1.66
H -1.35 3.45 -1.14
H -0.06 4.51 -0.67
H -1.54 4.57 0.23
H -0.93 5.67 -2.32
C -6.35 5.38 -2.42
C -6.00 4.05 -3.09
C -4.51 3.78 -2.91
O -4.12 2.74 -3.81
C -2.72 2.48 -3.65
N -6.78 2.99 -2.40
H -5.71 6.12 -2.91
H -6.36 5.36 -1.33
H -7.40 5.63 -2.58
H -6.30 4.05 -4.14
H -4.26 3.49 -1.88
H -3.88 4.66 -3.12
H -2.33 2.94 -2.75
H -2.11 2.82 -4.49
H -2.64 1.40 -3.54
H -6.44 3.01 -1.44
H -6.43 2.08 -2.70
C 3.88 0.09 -3.58
C 4.61 -0.33 -2.29
C 4.81 0.91 -1.39
O 5.51 0.51 -0.21
C 5.80 1.65 0.58
N 3.87 -1.41 -1.60
H 4.21 1.03 -4.04
H 2.82 0.18 -3.33
H 4.18 -0.65 -4.32
H 5.57 -0.77 -2.57
H 3.77 1.19 -1.18
H 5.35 1.71 -1.90
H 6.52 2.31 0.10
H 6.36 1.27 1.44
H 4.87 2.13 0.89
H 2.93 -1.04 -1.46
H 4.28 -1.24 -0.67
C 2.06 -4.75 1.80
C 1.05 -4.55 0.69
C -0.39 -4.32 1.26
O -1.10 -3.52 0.33
C -2.21 -2.90 0.97
N 1.51 -3.44 -0.14
H 3.09 -4.89 1.47
H 1.84 -5.68 2.34
H 2.06 -3.90 2.49
H 1.03 -5.47 0.09
H -0.30 -3.89 2.26
H -0.93 -5.27 1.34
H -2.83 -3.67 1.45
H -2.85 -2.43 0.22
H -1.86 -2.15 1.68
H 1.78 -2.74 0.56
H 0.72 -3.01 -0.61
C -6.44 5.69 3.03
C -6.19 4.92 1.74
C -5.02 3.95 1.87
O -4.80 3.27 0.66
C -3.99 2.12 0.71
N -7.43 4.30 1.27
H -5.48 5.97 3.47
H -7.15 5.25 3.73
H -6.91 6.63 2.74
H -5.94 5.69 1.01
H -5.20 3.20 2.65
H -4.14 4.55 2.14
H -2.94 2.32 0.47
H -4.31 1.46 -0.10
H -4.00 1.54 1.64
H -7.63 3.40 1.68
H -7.30 4.15 0.27
C -0.78 -3.64 -4.10
C 0.38 -4.00 -3.18
C 0.87 -5.44 -3.34
O 2.07 -5.60 -2.61
C 2.66 -6.88 -2.90
N 1.48 -3.02 -3.41
H -1.18 -2.67 -3.83
H -1.62 -4.32 -3.87
H -0.64 -3.78 -5.17
H 0.02 -3.95 -2.15
H 1.02 -5.73 -4.39
H 0.10 -6.11 -2.93
H 3.29 -7.21 -2.08
H 3.26 -6.79 -3.81
H 1.81 -7.55 -3.07
H 1.69 -3.10 -4.40
H 0.97 -2.14 -3.29

Computed properties:
- multiplicity = 1
- HOMO energy (eV) = -5.644
- energy above the lowest of the compared OMol25 structures with the same formula, charge and spin (kJ/mol) = 88.1
- total charge = -1
- Kohn-Sham gap (eV) = 8.0

---

# 4
Entry from the OMol25 dataset: an isolated molecule of C6H14N2O (wB97M-V/def2-TZVPD).

Element x y z (Å)
C 2.14 0.53 0.83
C 1.45 -0.30 -0.24
C 1.14 0.50 -1.49
O 1.11 0.04 -2.60
C 0.03 -0.86 0.12
N -0.24 -1.16 1.51
N -0.93 0.08 -0.47
C -2.06 -0.58 -1.09
C -1.37 1.15 0.40
H 2.28 -0.06 1.74
H 3.12 0.84 0.48
H 1.57 1.42 1.08
H 2.10 -1.14 -0.51
H 0.99 1.58 -1.31
H -0.08 -1.80 -0.43
H -0.03 -0.37 2.10
H 0.31 -1.95 1.82
H -1.70 -1.26 -1.86
H -2.69 0.17 -1.56
H -2.66 -1.15 -0.36
H -2.03 0.80 1.20
H -0.51 1.65 0.85
H -1.91 1.88 -0.21

Computed properties:
- SMILES = C[C@H](C=O)[C@@H](N)N(C)C
- multiplicity = 1
- HOMO energy (eV) = -8.709
- energy above the lowest of the compared OMol25 structures with the same formula, charge and spin (kJ/mol) = 180.3
- total charge = 0
- Kohn-Sham gap (eV) = 9.5

---

# 5
Entry from the OMol25 dataset: an isolated molecule of C4H6O2 (wB97M-V/def2-TZVPD).

Element x y z (Å)
C -0.03 -0.37 -1.37
C 0.43 0.06 0.01
C 0.73 -1.00 1.01
O 0.13 -2.04 1.02
C -0.20 1.14 0.81
O 1.06 1.31 0.17
H -1.09 -0.60 -1.34
H 0.15 0.42 -2.12
H 0.49 -1.27 -1.71
H 1.43 -0.68 1.81
H -1.10 1.58 0.39
H -0.17 1.18 1.90

Computed properties:
- SMILES = C[C@]1(C=O)CO1
- multiplicity = 1
- HOMO energy (eV) = -9.943
- energy above the lowest of the compared OMol25 structures with the same formula, charge and spin (kJ/mol) = 199.4
- total charge = 0
- Kohn-Sham gap (eV) = 10.8

---

# 6
Entry from the OMol25 dataset: an isolated molecule of C6H12 (wB97M-V/def2-TZVPD).

Element x y z (Å)
C 1.08 -2.69 -0.61
C -0.10 -1.90 -0.09
C -0.32 -0.63 -0.42
C -1.23 0.42 0.04
C -0.67 1.82 -0.07
C 0.43 2.29 0.92
H 1.65 -2.04 -1.29
H 1.78 -2.97 0.18
H 0.88 -3.55 -1.26
H -0.48 -2.46 0.77
H 0.31 -0.42 -1.30
H -1.58 0.25 1.07
H -2.15 0.44 -0.56
H -1.51 2.50 0.07
H -0.17 1.89 -1.05
H 1.43 2.28 0.50
H 0.17 3.23 1.37
H 0.48 1.54 1.73

Computed properties:
- SMILES = C/C=C/CCC
- multiplicity = 1
- HOMO energy (eV) = -9.180
- energy above the lowest of the compared OMol25 structures with the same formula, charge and spin (kJ/mol) = 142.1
- total charge = 0
- Kohn-Sham gap (eV) = 10.4

---

# 7
Entry from the OMol25 dataset: the ion C7H12 with charge -1 (wB97M-V/def2-TZVPD).

Element x y z (Å)
C -0.82 0.79 2.34
C -1.18 0.41 0.89
C -0.28 -0.61 0.27
C 0.72 -0.26 -0.65
C 0.81 0.88 -1.47
C 1.62 1.03 -2.58
C -0.60 -2.05 0.59
H -0.36 -0.08 2.84
H -0.06 1.59 2.32
H -1.67 1.19 2.89
H -1.17 1.33 0.30
H -2.23 0.08 0.81
H 1.51 -0.99 -0.89
H 0.22 1.74 -1.14
H 1.71 1.98 -3.09
H 2.25 0.23 -2.94
H -0.15 -2.71 -0.16
H -0.25 -2.36 1.58
H -1.69 -2.18 0.56

Computed properties:
- multiplicity = 2
- HOMO energy (spin up / spin down) (eV) = 0.353 / -2.316
- energy above the lowest of the compared OMol25 structures with the same formula, charge and spin (kJ/mol) = 0.0
- total charge = -1
- Kohn-Sham gap (spin up / spin down) (eV) = 3.9 / 6.4

---

# 8
Entry from the OMol25 dataset: a cluster of 3 separate species, C17H34FN3O5 in total (wB97M-V/def2-TZVPD).

Element x y z (Å)
C -2.13 -1.80 -1.66
C -1.70 -0.76 -0.63
C -1.14 -1.37 0.62
O -0.98 -2.53 0.82
O -0.84 -0.42 1.56
C 0.52 -0.36 2.09
C 0.78 -1.52 3.06
C -0.38 -1.79 3.99
O -0.58 -2.86 4.49
C 0.59 0.98 2.83
C 0.34 2.22 1.97
C 0.44 3.52 2.76
F 1.45 4.34 2.23
C 1.51 -0.42 0.92
N 2.90 -0.46 1.39
C 3.55 -1.73 1.08
H -2.89 -2.47 -1.24
H -1.28 -2.43 -1.95
H -2.54 -1.32 -2.54
H -2.55 -0.14 -0.31
H -0.96 -0.06 -1.03
H 1.67 -1.28 3.65
H 0.94 -2.45 2.51
H -1.04 -0.93 4.23
H 1.57 1.04 3.31
H -0.16 0.96 3.63
H 1.07 2.30 1.16
H -0.64 2.14 1.50
H -0.48 4.11 2.71
H 0.71 3.34 3.81
H 1.36 0.44 0.27
H 1.30 -1.31 0.30
H 3.40 0.27 0.91
H 3.70 -1.88 0.00
H 2.92 -2.55 1.44
H 4.51 -1.81 1.59
C -1.42 6.12 -1.26
N -1.19 4.71 -1.02
C -2.10 3.70 -0.99
C -3.55 4.05 -1.23
O -1.75 2.55 -0.76
H -0.87 6.46 -2.14
H -1.11 6.72 -0.40
H -2.48 6.30 -1.43
H -0.25 4.41 -0.83
H -4.13 3.14 -1.17
H -3.91 4.76 -0.48
H -3.69 4.50 -2.22
C 0.13 -4.10 -4.44
N 0.74 -3.13 -3.55
C 1.44 -3.35 -2.41
C 1.65 -4.78 -1.99
O 1.88 -2.42 -1.76
H 0.54 -4.02 -5.44
H -0.95 -3.96 -4.49
H 0.32 -5.11 -4.07
H 0.63 -2.15 -3.78
H 2.22 -4.78 -1.06
H 0.70 -5.28 -1.81
H 2.20 -5.35 -2.74

Computed properties:
- SMILES = CCC(=O)O[C@](CC=O)(CCCF)CNC.CNC(C)=O.CNC(C)=O
- multiplicity = 1
- HOMO energy (eV) = -8.659
- total charge = 0
- Kohn-Sham gap (eV) = 9.3

---

# 9
Entry from the OMol25 dataset: a cluster of 6 separate species, C13H24Br11O in total (wB97M-V/def2-TZVPD).

Element x y z (Å)
C 0.40 0.53 -0.74
C -0.06 -1.02 -1.15
C 1.07 -1.50 -2.30
O 0.77 -1.51 -3.62
Br 2.91 -2.01 -1.58
H -0.33 1.00 0.04
H 0.50 1.19 -1.72
H 0.07 -1.67 -0.17
H -1.16 -1.07 -1.58
Br -2.18 2.98 1.46
C -0.92 4.08 2.46
C 0.50 3.84 2.00
Br 1.19 2.16 2.71
H -1.07 3.86 3.52
H -1.22 5.11 2.26
H 1.17 4.61 2.40
H 0.61 3.79 0.92
Br -3.65 -0.54 -1.71
C -3.61 -0.49 -3.66
C -4.22 -1.74 -4.26
Br -3.00 -3.25 -4.13
H -2.56 -0.34 -3.95
H -4.19 0.40 -3.94
H -4.40 -1.60 -5.33
H -5.15 -2.04 -3.77
Br 4.04 0.17 4.41
C 3.35 -1.64 4.19
C 3.41 -2.08 2.75
Br 1.98 -1.26 1.70
H 2.34 -1.65 4.61
H 4.00 -2.27 4.81
H 3.24 -3.16 2.67
H 4.35 -1.83 2.25
Br -4.25 2.98 4.77
C -6.18 3.01 4.52
C -6.54 3.22 3.06
Br -6.31 5.08 2.54
H -6.58 3.78 5.18
H -6.52 2.03 4.86
H -7.60 3.01 2.90
H -5.94 2.62 2.38
Br 6.66 -2.69 -1.84
C 6.71 -2.64 -3.79
C 6.09 -3.88 -4.38
Br 7.31 -5.40 -4.26
H 7.75 -2.48 -4.08
H 6.12 -1.75 -4.06
H 5.91 -3.75 -5.45
H 5.16 -4.18 -3.90

Computed properties:
- multiplicity = 1
- HOMO energy (eV) = -1.804
- total charge = -1
- Kohn-Sham gap (eV) = 3.9

---

# 10
Entry from the OMol25 dataset: the ion C4H10N with charge +1 (wB97M-V/def2-TZVPD).

Element x y z (Å)
C -1.86 0.71 -0.12
C -0.69 -0.06 0.52
C -0.14 -1.33 -0.06
C 0.53 0.26 -0.41
N 1.93 0.24 0.09
H -2.16 0.34 -1.07
H -1.58 1.70 -0.09
H -2.72 0.57 0.46
H -0.55 0.21 1.63
H 0.60 -1.92 0.63
H -0.62 -1.82 -0.81
H 0.35 0.55 -1.47
H 2.35 1.22 0.49
H 2.65 -0.17 -0.62
H 1.93 -0.50 0.84

Computed properties:
- SMILES = C[C@H]1C[C@@H]1[NH3+]
- multiplicity = 1
- HOMO energy (eV) = -14.379
- energy above the lowest of the compared OMol25 structures with the same formula, charge and spin (kJ/mol) = 275.9
- total charge = +1
- Kohn-Sham gap (eV) = 10.5

---

# 11
Entry from the OMol25 dataset: an isolated molecule of C7H12 (wB97M-V/def2-TZVPD).

Element x y z (Å)
C 0.98 -1.30 -0.28
C 0.44 0.06 0.02
C 1.52 0.99 0.62
C -0.44 0.66 -1.14
C -1.65 0.69 -0.17
C -2.05 -0.65 0.26
C -0.84 0.04 0.96
H 1.68 -1.48 0.54
H 1.40 -1.27 -1.36
H 0.17 -1.99 -0.36
H 1.67 0.67 1.61
H 1.02 1.93 0.70
H 2.46 0.98 0.04
H -0.55 0.03 -2.05
H -0.03 1.63 -1.42
H -2.37 1.44 0.09
H -3.09 -0.68 0.50
H -1.77 -1.38 -0.54
H -0.64 0.36 1.97

Computed properties:
- SMILES = CC1(C)C[C@H]2C[C@H]21
- multiplicity = 1
- HOMO energy (eV) = -9.277
- energy above the lowest of the compared OMol25 structures with the same formula, charge and spin (kJ/mol) = 228.1
- total charge = 0
- Kohn-Sham gap (eV) = 10.3

---

# 12
Entry from the OMol25 dataset: an isolated molecule of C5H15N3 (wB97M-V/def2-TZVPD).

Element x y z (Å)
C -0.16 2.41 -0.45
C -0.18 1.03 -1.07
N 1.35 0.28 -0.62
N 1.74 -0.66 -1.64
C 1.10 -0.31 0.67
N -0.29 -0.80 0.80
C -1.23 -0.19 1.72
C -0.77 -1.94 0.06
H -0.38 2.39 0.62
H -0.91 3.05 -0.93
H 0.82 2.87 -0.57
H -1.18 0.60 -1.06
H 0.05 1.07 -2.13
H 1.49 -1.63 -1.46
H 2.75 -0.65 -1.72
H 1.24 0.46 1.44
H 1.77 -1.15 0.88
H -1.63 -0.93 2.42
H -0.77 0.60 2.32
H -2.08 0.23 1.17
H 0.02 -2.42 -0.52
H -1.55 -1.62 -0.65
H -1.19 -2.70 0.73

Computed properties:
- SMILES = CCN(N)CN(C)C
- multiplicity = 1
- HOMO energy (eV) = -7.778
- energy above the lowest of the compared OMol25 structures with the same formula, charge and spin (kJ/mol) = 349.0
- total charge = 0
- Kohn-Sham gap (eV) = 8.8

---

# 13
Entry from the OMol25 dataset: a structure of composition C28H59ClOP2Si2W (wB97M-V/def2-TZVPD).

Element x y z (Å)
W 0.06 -0.06 -0.79
C 2.02 -0.64 -0.16
C 1.55 -1.66 -1.03
C 1.46 -1.04 -2.33
Si 1.32 -3.35 -0.27
C 1.87 0.30 -2.23
C 2.25 0.57 -0.87
Si 3.09 1.93 0.15
H 2.25 -0.78 0.89
H 1.19 -1.53 -3.25
H 1.98 0.98 -3.07
Cl -1.46 0.84 -4.15
C 4.26 1.25 1.43
C 3.92 3.14 -0.97
C 2.55 -3.69 1.08
C 1.37 -4.67 -1.56
H 4.88 2.71 -1.30
H 4.15 4.08 -0.44
H 3.34 3.39 -1.86
H 3.75 0.63 2.17
H 4.75 2.08 1.96
H 5.04 0.65 0.96
H 2.41 -4.79 -1.89
H 0.76 -4.45 -2.45
H 1.04 -5.64 -1.16
H 3.57 -3.64 0.69
H 2.40 -4.69 1.48
H 2.47 -2.97 1.90
C 1.56 2.50 1.12
C -0.31 -3.04 0.68
P 0.09 2.53 0.03
H 1.77 3.47 1.60
H 1.36 1.74 1.91
P -1.46 -2.08 -0.36
H -0.05 -2.44 1.57
H -0.74 -4.00 1.01
C -3.09 -2.13 0.50
C -1.71 -3.09 -1.94
C 0.55 3.78 -1.35
C -1.22 3.41 1.01
C -2.07 2.34 1.70
H -1.85 3.93 0.27
C -0.70 4.43 2.03
H -0.14 3.92 2.82
H -1.56 4.92 2.49
H -0.07 5.20 1.58
H -2.73 1.80 0.99
H -2.72 2.80 2.46
H -1.44 1.59 2.22
H 1.34 3.26 -1.93
C 1.08 5.12 -0.83
C -0.63 4.04 -2.28
H 1.86 5.04 -0.07
H 0.25 5.72 -0.42
H 1.50 5.68 -1.68
H -0.95 3.15 -2.82
H -0.35 4.80 -3.03
H -1.49 4.43 -1.71
H -0.73 -3.02 -2.46
C -2.79 -2.49 -2.86
C -2.08 -4.55 -1.67
H -1.45 -5.06 -0.94
H -2.01 -5.09 -2.62
H -3.13 -4.62 -1.34
H -2.51 -1.51 -3.25
H -3.74 -2.41 -2.32
H -2.94 -3.16 -3.72
C -3.24 -0.88 1.37
C -3.33 -3.39 1.33
H -3.84 -2.08 -0.31
H -2.64 -3.43 2.18
H -3.23 -4.31 0.75
H -4.35 -3.36 1.72
H -2.33 -0.69 1.98
H -4.08 -1.00 2.08
H -3.45 0.03 0.77
C -1.42 0.70 -2.27
H -2.41 1.06 -1.88
H -1.23 -0.45 -2.09
H -0.56 1.43 -1.97
C 1.39 0.37 4.98
C 1.64 -0.91 4.15
C 3.08 -1.34 4.42
C 0.71 -2.01 4.71
O 1.36 -0.68 2.84
H 1.57 0.20 6.06
H 0.36 0.71 4.84
H 2.05 1.17 4.63
H 3.22 -1.62 5.48
H 3.35 -2.20 3.80
H 3.78 -0.54 4.17
H 0.86 -2.94 4.16
H -0.33 -1.71 4.58
H 0.89 -2.19 5.78

Computed properties:
- multiplicity = 3
- HOMO energy (spin up / spin down) (eV) = -6.258 / -6.241
- total charge = 0
- Kohn-Sham gap (spin up / spin down) (eV) = 6.6 / 5.9

---

# 14
Entry from the OMol25 dataset: a cluster of 2 separate species, CF3NO2S in total (wB97M-V/def2-TZVPD).

Element x y z (Å)
C 1.74 -0.05 0.22
N -2.08 0.03 -0.31
O -1.51 1.02 -0.73
O -3.20 -0.29 -0.51
F 2.46 -0.17 1.29
F 2.28 -0.68 -0.77
F 1.65 1.28 0.02
S -1.33 -1.14 0.79

Computed properties:
- multiplicity = 1
- HOMO energy (spin up / spin down) (eV) = -10.581 / -11.182
- energy above the lowest of the compared OMol25 structures with the same formula, charge and spin (kJ/mol) = 453.3
- total charge = 0
- Kohn-Sham gap (spin up / spin down) (eV) = 7.3 / 9.9